Entry 1:
ORCA calculation (wB97M-V/def2-TZVPD) on a structure of composition C5H4O3 at a distorted geometry.

Geometry as XYZ:
```
12
Properties=species:S:1:pos:R:3
C -1.372 0.219 0.030
C -0.126 0.730 -0.210
C -0.810 -1.089 0.381
C 0.557 -0.478 0.134
C 1.802 -0.947 0.165
O -2.570 0.686 -0.087
O 0.315 1.902 -0.490
O -1.207 -2.180 0.731
H -2.510 1.587 -0.455
H 1.287 1.873 -0.544
H 2.645 -0.337 -0.137
H 1.989 -1.968 0.484
```

Computed properties:
- LUMO level: 0.1 eV
- HOMO-LUMO gap: 8.491 eV
- Largest force on an atom: 2.723 eV/A
- Highest occupied orbital energy: -8.389 eV
- Total energy: -11389.8668 eV
- Energy above the lowest of the compared OMol25 structures with the same formula, charge and spin: 57.7 kcal/mol
- Total charge: 0

=====

Entry 2:
ORCA calculation (wB97M-V/def2-TZVPD) on the molecule C5H4OS2 at a distorted geometry.

Geometry as XYZ:
```
12
Properties=species:S:1:pos:R:3
O 0.777 -0.281 -2.265
C 0.481 -0.228 -1.031
C -0.509 0.803 -0.372
S -0.804 1.924 -1.543
C -0.909 0.628 1.015
C 0.151 -0.243 1.452
S 0.746 -1.764 1.955
C 0.342 -1.095 0.205
H -1.994 0.247 0.938
H -0.978 1.560 1.353
H 0.919 0.527 1.684
H -0.568 -1.836 -0.059
```

Computed properties:
- Structure (SMILES): O=C1C(=S)C[C@H]2S[C@H]12
- LUMO level: -1.8 eV
- HOMO-LUMO gap: 7.208 eV
- Largest force on an atom: 6.794 eV/A
- Highest occupied orbital energy: -8.961 eV
- Total energy: -28961.6644 eV
- Energy above the lowest of the compared OMol25 structures with the same formula, charge and spin: 115.2 kcal/mol
- Total charge: 0

=====

Entry 3:
ORCA calculation (wB97M-V/def2-TZVPD) on a structure of composition C5H4S at a distorted geometry.

Geometry as XYZ:
```
10
Properties=species:S:1:pos:R:3
C 0.317 -1.169 0.315
C -0.706 -1.816 -0.090
C 0.925 0.130 0.725
C -1.152 -0.551 -0.672
C 0.109 0.893 -0.212
S -1.607 0.978 0.137
H 0.837 0.304 1.749
H 1.973 0.241 0.640
H -1.026 -0.642 -1.667
H 0.329 1.633 -0.925
```

Computed properties:
- LUMO level: 0.6 eV
- HOMO-LUMO gap: 8.963 eV
- Largest force on an atom: 3.602 eV/A
- Highest occupied orbital energy: -8.409 eV
- Total energy: -16078.1558 eV
- Energy above the lowest of the compared OMol25 structures with the same formula, charge and spin: 119.3 kcal/mol
- Total charge: 0

=====

- What is the highest occupied orbital energy in the third record?
  -8.409 eV